{"formula": "C46H132N14O20", "method": "the ωB97M-V functional and the def2-TZVPD basis", "relative_energy_ev": 0.0000, "fmax_ev_per_a": 4.56, "total_charge": 0, "e_tot_ha": -4103.5054, "gap_ev": 9.8, "e_homo_ev": -9.4, "multiplicity": 1, "symbols": ["C", "O", "N", "N", "H", "H", "H", "H", "C", "O", "N", "N", "H", "H", "H", "H", "C", "O", "N", "N", "H", "H", "H", "H", "C", "O", "N", "N", "H", "H", "H", "H", "C", "O", "N", "N", "H", "H", "H", "H", "C", "O", "N", "N", "H", "H", "H", "H", "C", "O", "N", "N", "H", "H", "H", "H", "C", "C", "C", "O", "H", "H", "H", "H", "H", "H", "H", "H", "C", "C", "C", "O", "H", "H", "H", "H", "H", "H", "H", "H", "C", "C", "C", "O", "H", "H", "H", "H", "H", "H", "H", "H", "C", "C", "C", "O", "H", "H", "H", "H", "H", "H", "H", "H", "C", "C", "C", "O", "H", "H", "H", "H", "H", "H", "H", "H", "C", "C", "C", "O", "H", "H", "H", "H", "H", "H", "H", "H", "C", "C", "C", "O", "H", "H", "H", "H", "H", "H", "H", "H", "C", "C", "C", "O", "H", "H", "H", "H", "H", "H", "H", "H", "C", "C", "C", "O", "H", "H", "H", "H", "H", "H", "H", "H", "C", "C", "C", "O", "H", "H", "H", "H", "H", "H", "H", "H", "C", "C", "C", "O", "H", "H", "H", "H", "H", "H", "H", "H", "C", "C", "C", "O", "H", "H", "H", "H", "H", "H", "H", "H", "C", "C", "C", "O", "H", "H", "H", "H", "H", "H", "H", "H"], "coordinates": [[-20.0582, -3.4062, 11.7738], [-20.3484, -2.9889, 12.8680], [-18.7166, -3.7651, 11.4800], [-20.8953, -3.4480, 10.7122], [-18.1056, -3.5526, 12.2960], [-18.2713, -3.9309, 10.5496], [-20.6097, -3.6611, 9.7600], [-21.8843, -3.4968, 10.9555], [-21.5500, -4.9753, 7.9488], [-21.0700, -3.8408, 7.7141], [-20.9410, -6.0794, 7.5755], [-22.8973, -5.1028, 8.2237], [-21.3087, -7.0257, 7.8182], [-19.9668, -6.0542, 7.3255], [-23.3896, -4.2642, 8.5198], [-23.1556, -5.9194, 8.7266], [-21.9623, 1.8570, 10.6680], [-22.6506, 1.7194, 11.7257], [-20.9534, 0.9795, 10.4100], [-22.2019, 2.7890, 9.7381], [-20.4233, 1.1757, 9.5993], [-20.7804, 0.2457, 11.0502], [-22.5851, 3.6515, 10.1039], [-21.5140, 2.8916, 8.9512], [-22.9309, -4.6502, 13.9104], [-22.4909, -5.4476, 13.0411], [-24.2350, -4.5133, 14.1094], [-22.2056, -3.9232, 14.7648], [-24.7887, -5.0113, 13.4079], [-24.5549, -3.7058, 14.5761], [-22.6139, -3.3552, 15.5045], [-21.1519, -3.8827, 14.6196], [-20.5015, 0.0767, 7.0999], [-20.3137, 1.2166, 7.5321], [-20.1146, -0.2725, 5.8177], [-21.1927, -0.8356, 7.7899], [-20.2005, -1.1978, 5.4443], [-19.4741, 0.3622, 5.3283], [-21.6346, -0.5066, 8.6139], [-21.3831, -1.7795, 7.5144], [-21.8290, -7.5873, 10.4060], [-21.6622, -8.2103, 9.3603], [-20.8511, -6.9554, 11.1138], [-23.0631, -7.3798, 10.8821], [-19.8534, -7.1347, 10.8570], [-21.1226, -6.2774, 11.8531], [-23.1782, -6.6284, 11.5297], [-23.7823, -7.7280, 10.2587], [-23.8504, -1.5486, 11.3521], [-23.8758, -2.6932, 10.7575], [-24.3768, -0.4972, 10.7470], [-23.0954, -1.3357, 12.4071], [-25.0894, -0.5692, 9.9691], [-24.3721, 0.4224, 11.1928], [-23.2828, -0.5248, 12.9762], [-22.8677, -2.1628, 13.0066], [-27.0613, -5.1100, 11.8356], [-26.6724, -5.1969, 10.3794], [-27.5492, -4.4043, 9.4916], [-25.2726, -4.9739, 10.3145], [-26.3424, -5.7743, 12.3847], [-27.9892, -5.5964, 11.9927], [-27.1942, -4.0243, 12.1080], [-26.8173, -6.2546, 10.0535], [-27.5476, -3.3684, 9.6662], [-28.5347, -4.8673, 9.6542], [-27.3749, -4.6983, 8.4145], [-25.0055, -4.1218, 10.6319], [-23.2188, 0.9354, 18.0888], [-21.7883, 0.4546, 17.8837], [-21.7827, -0.9978, 17.4418], [-21.2976, 1.3274, 16.8603], [-23.7840, 0.8017, 17.1196], [-23.3163, 1.9421, 18.4702], [-23.6337, 0.2064, 18.8057], [-21.2181, 0.7128, 18.8509], [-22.3945, -1.0939, 16.4998], [-22.2133, -1.6688, 18.2445], [-20.7693, -1.3517, 17.2429], [-20.5586, 0.9048, 16.3972], [-23.4785, 7.2716, 9.3740], [-23.8313, 6.6846, 10.7227], [-25.3087, 6.2777, 10.9141], [-22.8775, 5.6352, 10.9646], [-23.4401, 6.4112, 8.7290], [-22.5120, 7.7230, 9.2030], [-24.3073, 7.8393, 8.9356], [-23.5239, 7.4938, 11.3978], [-25.6278, 5.4653, 10.3061], [-25.9049, 7.1537, 10.6768], [-25.5013, 5.9168, 11.9655], [-22.9456, 5.2483, 11.8502], [-27.2059, 1.6835, 8.9171], [-28.4704, 1.1474, 8.2103], [-28.9051, 1.8769, 6.9485], [-28.4012, -0.2360, 7.8803], [-27.2567, 2.7617, 9.2805], [-26.3566, 1.5079, 8.2545], [-27.0921, 1.0862, 9.8282], [-29.2353, 1.2635, 8.9936], [-29.8993, 1.4635, 6.6083], [-28.0652, 1.6862, 6.2645], [-29.1046, 2.9351, 7.0259], [-27.5835, -0.2495, 7.3665], [-17.5169, -0.3521, 15.3204], [-18.3638, 0.4065, 14.3490], [-17.7667, 0.2972, 12.9543], [-19.7509, -0.0112, 14.2384], [-16.5271, 0.1201, 15.4431], [-17.4136, -1.3549, 14.9044], [-17.8843, -0.5046, 16.3367], [-18.5161, 1.4710, 14.6598], [-18.3526, 0.7697, 12.1059], [-17.7549, -0.7615, 12.6796], [-16.7631, 0.6788, 12.7721], [-19.9159, -0.8155, 13.6934], [-16.9352, -4.0596, 6.2605], [-17.2654, -3.5687, 7.6532], [-17.3940, -2.1148, 7.7122], [-18.4319, -4.2504, 8.1804], [-16.0641, -3.5684, 5.8516], [-17.7059, -3.8163, 5.6107], [-16.7182, -5.0944, 6.2065], [-16.4969, -3.9330, 8.3528], [-18.3478, -1.6623, 7.2946], [-16.6474, -1.4620, 7.2849], [-17.4588, -1.7483, 8.7350], [-19.1667, -3.7847, 7.7967], [-26.3895, -5.4204, 4.5443], [-25.0847, -5.8665, 5.2174], [-25.3461, -7.1059, 6.0406], [-24.0085, -6.1266, 4.2775], [-27.1106, -5.3243, 5.3053], [-26.7358, -6.0694, 3.7254], [-26.2495, -4.4404, 4.1205], [-24.5610, -5.1152, 5.8324], [-26.2242, -6.9019, 6.6410], [-24.6418, -7.4559, 6.8401], [-25.5367, -7.9274, 5.4312], [-24.2714, -6.6566, 3.4692], [-26.8947, 1.8157, 13.3132], [-26.0127, 0.9246, 14.2143], [-26.5568, -0.5142, 14.1917], [-24.6556, 0.8617, 13.7854], [-27.8076, 1.9602, 13.8768], [-27.0239, 1.4065, 12.3073], [-26.5294, 2.8572, 13.2008], [-26.1091, 1.3986, 15.2189], [-27.6598, -0.5600, 14.3065], [-26.1883, -1.0382, 15.0700], [-26.1953, -0.9242, 13.2188], [-24.3494, 1.7667, 13.7251], [-24.8110, -1.7670, 7.5043], [-24.9157, -0.4925, 6.6690], [-23.8438, -0.2974, 5.5828], [-26.1754, -0.2780, 6.0731], [-24.4258, -2.4821, 6.8072], [-25.7597, -2.0158, 7.9379], [-24.0715, -1.6509, 8.2893], [-24.7684, 0.2711, 7.4184], [-23.9931, -0.8611, 4.6787], [-22.8207, -0.5161, 5.8135], [-23.7414, 0.7374, 5.2951], [-26.4373, -0.9210, 5.3331], [-31.1113, -2.4685, 7.5369], [-29.8996, -3.2777, 7.0375], [-30.2462, -4.4454, 6.1623], [-29.0179, -2.4461, 6.3546], [-31.4854, -2.8761, 8.4191], [-31.8417, -2.2669, 6.7999], [-30.8816, -1.4199, 7.9148], [-29.3715, -3.6839, 7.9078], [-29.3426, -4.9452, 5.8149], [-30.7577, -4.0873, 5.2428], [-30.8710, -5.1316, 6.6601], [-28.9349, -1.5993, 6.8702], [-28.9755, -0.0527, 3.4683], [-28.1105, -1.2627, 3.1270], [-26.9822, -0.9194, 2.0782], [-27.5095, -1.8894, 4.2691], [-29.5755, 0.3433, 2.6409], [-28.2581, 0.7192, 3.7865], [-29.5356, -0.1700, 4.3836], [-28.8015, -1.9602, 2.6480], [-26.4215, 0.0316, 2.4959], [-27.4761, -0.6231, 1.1409], [-26.3112, -1.8173, 1.8693], [-28.2201, -2.2346, 4.8714], [-21.3511, -3.7345, 2.6009], [-21.1986, -4.2406, 4.0453], [-20.4406, -5.5590, 4.1888], [-20.6383, -3.2506, 4.9202], [-20.3837, -3.7852, 2.1270], [-21.7939, -2.7249, 2.6491], [-22.0074, -4.3989, 2.0331], [-22.1984, -4.4580, 4.4276], [-20.9988, -6.3545, 3.7882], [-20.2462, -5.8181, 5.1959], [-19.5079, -5.4411, 3.6945], [-20.8265, -3.6357, 5.8309], [-21.5216, 4.1248, 14.7878], [-23.0140, 4.0951, 14.6040], [-23.7308, 5.3621, 15.1447], [-23.4204, 4.0991, 13.2446], [-20.9922, 3.4508, 14.0661], [-21.2829, 3.9425, 15.8154], [-21.2416, 5.1588, 14.5205], [-23.4608, 3.2375, 15.1356], [-24.7809, 5.3699, 14.7482], [-23.2413, 6.2619, 14.7348], [-23.6975, 5.5744, 16.2102], [-23.1249, 3.4038, 12.6706]], "atomic_forces_ev_per_a": [[2.5, -0.2, -3.3], [-0.5, 0.2, 1.8], [0.3, 0.4, 1.1], [-0.6, -0.2, 0.5], [-0.6, -0.3, -1.4], [-1.1, 0.3, 1.1], [0.0, 0.0, 0.5], [0.1, 0.3, -0.4], [-2.1, 0.9, -1.9], [0.2, 0.3, 0.4], [0.6, -2.5, 0.4], [0.8, 0.8, 0.4], [0.3, 1.1, 0.0], [0.1, 0.3, 0.3], [0.3, -0.2, 0.1], [-0.5, -0.6, 0.4], [-0.2, -1.8, 2.1], [0.6, 0.9, -1.2], [-1.3, 1.2, 0.1], [0.9, 0.9, -1.4], [0.9, -0.4, -0.9], [0.2, -0.5, 0.5], [-0.2, 0.2, -0.2], [-1.0, -0.2, 1.2], [1.1, -1.5, -1.0], [-0.1, 1.3, 1.2], [-1.7, -1.3, -1.1], [3.3, 0.7, 0.4], [-0.1, 0.7, 0.6], [-0.8, 0.6, 0.2], [0.2, -0.5, -0.5], [-2.2, 0.1, 0.1], [0.0, 0.5, -1.6], [0.3, 0.2, 0.2], [0.7, 1.0, 0.3], [0.0, -0.5, 0.2], [-0.2, -0.5, 0.0], [-0.6, -0.5, 0.6], [-0.2, 0.2, 0.7], [0.1, -0.4, -0.3], [0.6, 0.9, -0.1], [0.6, -0.7, -0.4], [1.3, 0.0, 0.1], [-0.8, -0.6, -0.3], [-1.7, 0.5, 0.4], [0.5, -0.9, -0.6], [-0.7, 0.3, 0.4], [0.0, 0.5, 0.5], [0.4, -3.3, -3.2], [-0.3, 1.5, 1.5], [-2.6, 2.3, -1.6], [0.9, -1.0, 3.2], [1.6, -0.5, 1.5], [0.3, -0.4, 0.0], [0.0, 0.5, -0.1], [0.0, 0.9, -1.3], [0.4, 0.2, 0.2], [1.1, -1.4, 0.7], [-0.7, -2.2, -1.9], [-0.3, -1.4, -1.2], [-0.4, 1.2, 0.0], [-1.3, -0.3, 0.2], [0.6, -1.1, 0.3], [0.3, 0.5, 0.3], [-0.1, 1.4, 0.1], [-0.1, 0.7, 0.2], [0.3, 0.9, 0.9], [0.3, 1.4, 0.4], [-0.6, -1.7, -0.4], [-0.1, 1.8, 0.4], [-0.5, -0.7, 0.3], [0.6, -0.4, -0.1], [0.5, 0.3, 0.9], [0.1, 0.2, 0.0], [-0.3, 0.5, 0.0], [-0.5, -1.0, -1.2], [0.6, 0.1, 0.9], [0.4, 0.7, -0.9], [0.0, 0.0, -0.1], [-0.2, 0.1, -0.1], [-1.2, -1.3, -1.3], [1.2, 0.6, 0.9], [0.9, 0.4, 1.4], [-0.1, -0.3, -0.8], [0.0, -0.6, -0.7], [0.1, 0.5, 0.7], [0.3, 0.4, 0.4], [-0.8, -0.1, 0.6], [0.0, -0.7, -0.9], [-0.3, 0.0, 0.2], [0.3, 0.7, -0.9], [-0.4, 0.4, 0.3], [-0.2, 0.1, 0.0], [-1.5, 1.4, 1.3], [-0.4, -0.7, -0.2], [0.6, 0.4, 0.7], [-0.1, -1.3, -0.9], [0.3, 0.4, 0.2], [0.2, 0.0, -0.1], [-0.2, -0.3, -0.4], [1.3, 0.0, 0.0], [-0.6, 0.2, -0.5], [0.4, 0.4, 0.4], [0.7, -0.6, -0.7], [0.5, -0.7, 0.5], [-1.4, 1.4, -1.0], [-0.4, 0.3, -1.8], [0.0, -0.6, 0.4], [-0.3, -0.2, -0.3], [0.4, -0.1, 0.1], [-0.5, 0.4, -0.1], [0.5, -0.7, -0.2], [0.1, -0.2, 1.4], [0.1, -0.1, 0.1], [0.2, 0.0, 0.6], [0.7, 0.5, 0.5], [1.1, 0.5, 0.8], [0.8, -2.2, 0.3], [-2.0, 3.1, 0.7], [1.2, 0.4, -0.1], [0.4, 0.4, 0.1], [-1.8, 0.3, -1.3], [-0.1, -1.2, 0.2], [0.2, 0.4, -0.3], [0.8, -1.1, 0.0], [0.7, -0.5, -0.5], [0.1, -0.2, 0.4], [-1.3, 0.1, -0.2], [1.6, 0.3, -0.6], [1.3, -0.9, -0.6], [0.3, 0.7, 2.4], [-0.3, -0.6, -1.5], [-1.2, 0.0, 0.8], [0.2, -0.2, 0.5], [0.0, 0.5, -0.3], [-0.9, 0.1, 0.0], [-0.6, -0.1, 0.0], [0.2, 0.7, -1.1], [-0.5, -1.5, -1.2], [0.0, 0.9, 1.6], [0.8, 0.6, 0.3], [-1.1, 0.5, -0.2], [0.1, 0.6, 0.0], [-0.5, -0.2, 0.3], [-0.6, -0.3, -0.3], [-0.3, -0.1, 0.2], [0.3, -0.6, 0.1], [0.4, -0.6, -0.3], [0.6, 0.2, -0.5], [0.4, -0.4, -0.2], [-0.5, -0.2, 0.8], [0.4, 0.3, -0.2], [0.7, 0.6, -1.1], [1.0, 0.1, -0.3], [0.3, 0.2, 0.2], [-1.2, -0.5, -0.4], [-0.1, -1.3, -0.1], [-0.5, -0.4, 0.1], [0.1, 0.0, 0.1], [-0.2, 0.9, -0.1], [-0.7, -0.4, -0.4], [0.5, -0.5, 0.9], [-0.6, 0.5, -0.1], [0.5, 0.6, 1.0], [1.7, 1.9, 0.2], [-0.6, 0.2, 1.2], [0.2, 1.0, -1.7], [0.6, 1.4, -0.2], [-1.2, -1.2, 1.2], [-1.0, -0.4, -0.9], [0.6, -1.1, -0.6], [-0.2, 0.1, 0.1], [0.1, -0.1, 0.2], [0.1, -0.2, 0.5], [-0.8, -0.9, 0.6], [-0.1, -0.8, -0.5], [1.7, 0.9, 0.6], [0.2, -0.4, -1.2], [0.1, 0.7, 1.4], [-0.4, 0.3, -0.3], [0.1, -0.3, 0.2], [-0.2, 0.3, -0.3], [-0.7, -0.5, 0.0], [0.2, -0.5, 0.0], [-0.7, -2.1, -0.9], [0.2, -0.1, 0.2], [-0.8, 1.4, 0.5], [0.5, 0.3, -0.3], [-0.1, -0.2, 1.2], [-1.1, -0.7, 0.4], [0.0, 1.5, -0.6], [-0.1, -0.5, 1.0], [0.4, 0.5, -0.4], [0.4, -0.4, -0.3], [-0.1, 0.1, 0.2], [-0.2, 0.2, -0.1], [-0.7, -1.1, -0.8], [0.1, 0.0, 1.1], [1.0, -0.2, -0.6], [0.5, 0.9, -1.1], [0.2, 0.7, -1.5], [-1.1, 0.2, 0.7], [-0.1, 0.5, -0.9], [-0.8, 1.2, -0.1], [-0.5, 0.3, 0.9], [0.4, -0.3, 0.5], [0.3, -0.3, 0.1], [0.2, -0.1, -0.2], [0.9, -0.1, 0.6], [-0.1, -0.3, -0.3], [-0.1, -0.7, 0.2], [0.8, -1.6, -0.2]], "mulliken_charge": [-0.1740, -0.6124, -0.3268, 1.9245, 0.2478, 0.1207, -0.6877, -0.8737, -1.1093, 1.4724, 0.1118, 0.8639, 0.1902, 0.3235, -0.6842, -0.1741, 0.4588, -0.8465, -0.1481, -0.1892, 0.2243, -0.1673, 0.1301, 0.2026, 0.0425, -0.6383, -0.2661, -0.1922, 0.0168, 0.2303, 0.0948, 0.2253, 0.1061, -0.8407, -0.0812, 1.0855, 0.1446, 0.2548, -0.3718, -0.4870, 0.4000, -0.8059, -0.1699, -0.3423, 0.1931, 0.2668, 0.3523, 0.1974, -1.4979, 0.1582, 1.2739, 1.6994, -0.2134, -0.2526, -0.3256, -0.4000, -1.6175, 0.9491, -1.2994, 0.2506, 0.3094, 0.6338, 0.1757, 0.2787, 0.3082, 0.5754, 0.0088, -0.3988, -1.0510, 0.4975, -0.7435, -0.3830, -0.0822, 0.3728, 0.4408, 0.1080, -0.1610, 0.4580, 0.3518, 0.1156, -1.5328, 0.7252, -1.1214, -0.5287, 0.3618, 0.3663, 0.3539, 0.2253, 0.2016, 0.4591, 0.1933, 0.3534, -0.6985, 0.2909, -0.9584, -0.5064, 0.4265, 0.0385, -0.0816, 0.4513, 0.2169, 0.0652, 0.5109, -0.0111, -1.3098, 0.7047, -1.1684, 0.1519, 0.3875, 0.2661, 0.3025, 0.2011, 0.1051, 0.1777, 0.4666, -0.0620, -1.6042, 0.7450, -1.2022, -0.5089, 0.4892, 0.2361, 0.3754, 0.2959, 0.2641, 0.4958, 0.2197, -0.2671, -1.1565, 1.8046, -1.4215, -0.4950, -0.1435, 0.3958, 0.4092, -0.6063, 0.3092, 0.1887, 0.4352, 0.2739, -1.4957, 0.5985, -1.0388, 0.3829, 0.5463, 0.1830, 0.2842, 0.3017, 0.4248, 0.3727, -0.0316, -0.4177, 0.2119, 0.5041, -1.4444, -0.1041, 0.2910, 0.2334, -0.7102, 0.0381, 0.3998, 0.0512, 0.4778, 0.1465, -1.4894, 1.8634, -1.3896, -0.2770, 0.4636, 0.3663, 0.2099, -0.7564, 0.0945, 0.3574, 0.4685, 0.2228, -1.2862, 0.5296, -1.2399, -0.4008, 0.4297, 0.2317, 0.2346, 0.4103, 0.2174, 0.4407, 0.2750, 0.2690, -1.6055, 1.7102, -1.4301, -0.4888, 0.3833, 0.3657, 0.3660, -0.5632, 0.3866, 0.2082, 0.4121, -0.0380, -1.3329, 1.3207, -1.5190, -0.2924, 0.0979, 0.4275, 0.3635, -0.1000, 0.3006, 0.3199, 0.4069, 0.0607]}